{
  "formula": "C57H40Cl2IrNO2P2S",
  "method": "ωB97M-V/def2-TZVPD",
  "species": ["Ir", "O", "S", "C", "C", "C", "C", "C", "C", "C", "C", "C", "C", "P", "C", "C", "C", "C", "C", "C", "C", "C", "C", "C", "C", "C", "C", "C", "C", "C", "C", "C", "C", "C", "C", "C", "C", "C", "P", "C", "C", "C", "C", "C", "C", "C", "C", "C", "C", "C", "C", "C", "C", "H", "H", "H", "H", "H", "H", "H", "H", "H", "H", "H", "H", "H", "H", "H", "H", "H", "H", "H", "H", "H", "H", "H", "H", "H", "H", "H", "H", "H", "H", "H", "H", "H", "H", "H", "H", "Cl", "C", "C", "C", "Cl", "C", "C", "C", "C", "N", "C", "C", "O", "H", "H", "H", "H"],
  "positions_angstrom": [[-0.377, 0.626, -0.548], [-0.528, -0.643, -3.159], [0.156, -0.995, -1.872], [1.905, -1.139, -2.183], [2.150, -1.707, -3.413], [3.449, -1.845, -3.950], [4.473, -1.323, -3.225], [5.960, -1.444, -3.399], [6.604, -0.833, -2.095], [5.451, -0.317, -1.324], [5.380, 0.260, -0.072], [4.076, 0.387, 0.518], [2.890, 0.041, -0.109], [1.445, 0.429, 0.921], [1.833, 2.095, 1.613], [1.481, 2.436, 2.942], [1.917, 3.617, 3.531], [2.622, 4.533, 2.771], [2.922, 4.228, 1.449], [2.485, 3.040, 0.856], [1.418, -0.648, 2.390], [0.665, -1.810, 2.543], [0.916, -2.661, 3.614], [1.893, -2.309, 4.561], [2.568, -1.128, 4.435], [2.331, -0.295, 3.377], [2.942, -0.544, -1.426], [4.261, -0.671, -1.976], [-0.364, -2.550, -1.073], [0.441, -3.687, -0.953], [-0.060, -4.984, -1.105], [-1.435, -5.165, -1.247], [-2.368, -6.377, -1.369], [-3.794, -5.796, -1.630], [-3.615, -4.348, -1.302], [-4.522, -3.357, -1.041], [-4.081, -2.078, -0.677], [-2.716, -1.722, -0.632], [-2.424, -0.122, 0.077], [-2.655, -0.288, 1.871], [-2.858, -1.570, 2.449], [-3.145, -1.658, 3.786], [-3.066, -0.540, 4.640], [-2.857, 0.712, 4.088], [-2.636, 0.858, 2.713], [-3.832, 0.923, -0.456], [-4.586, 1.788, 0.375], [-5.743, 2.353, -0.138], [-6.064, 2.263, -1.519], [-5.253, 1.456, -2.338], [-4.145, 0.807, -1.803], [-1.745, -2.720, -0.964], [-2.264, -4.041, -1.212], [1.314, -1.982, -3.990], [3.617, -2.321, -4.898], [6.301, -1.000, -4.364], [6.258, -2.511, -3.509], [7.372, -0.049, -2.272], [7.099, -1.640, -1.541], [6.274, 0.507, 0.547], [4.016, 0.832, 1.510], [0.846, 1.743, 3.517], [1.712, 3.750, 4.591], [2.922, 5.455, 3.246], [3.477, 4.927, 0.855], [2.744, 2.943, -0.208], [-0.194, -1.899, 1.874], [0.351, -3.585, 3.697], [2.203, -2.999, 5.368], [3.298, -0.805, 5.173], [2.908, 0.665, 3.302], [1.531, -3.520, -0.757], [0.635, -5.834, -1.065], [-2.389, -6.967, -0.437], [-2.029, -7.121, -2.105], [-4.668, -6.227, -1.089], [-4.170, -5.855, -2.672], [-5.596, -3.551, -1.077], [-4.847, -1.308, -0.443], [-2.908, -2.443, 1.735], [-3.447, -2.594, 4.171], [-3.183, -0.673, 5.715], [-2.885, 1.619, 4.675], [-2.347, 1.823, 2.279], [-4.327, 1.997, 1.395], [-6.414, 2.879, 0.539], [-6.899, 2.820, -1.949], [-5.515, 1.357, -3.367], [-3.510, 0.165, -2.408], [-2.047, 4.536, 2.116], [-1.108, 4.535, 0.679], [-0.762, 5.728, 0.092], [0.158, 5.730, -0.980], [0.753, 7.235, -1.555], [0.456, 4.577, -1.717], [1.291, 4.511, -2.850], [1.343, 3.298, -3.476], [0.854, 2.135, -2.906], [0.211, 2.189, -1.730], [-0.071, 3.389, -1.186], [-0.688, 3.343, 0.070], [-0.835, 2.191, 0.651], [-1.182, 6.658, 0.479], [1.793, 5.397, -3.184], [1.860, 3.253, -4.423], [0.927, 1.161, -3.426]],
  "forces_ev_per_a": [[1.19, -0.51, 1.37], [0.51, -0.88, 0.78], [-0.65, -1.29, -0.80], [-0.41, 0.23, -0.38], [1.10, 0.22, 0.03], [-0.73, 0.31, 0.27], [1.16, 0.05, 1.23], [0.98, -0.31, -0.86], [0.74, 0.10, -1.09], [-0.32, 0.14, 1.06], [-0.47, -0.28, 0.77], [1.26, 0.37, -0.63], [0.33, -0.06, 0.15], [0.33, 0.24, 0.15], [-0.81, -0.39, 0.62], [-0.44, -0.53, -0.27], [-0.53, -0.76, -0.05], [0.19, -0.13, 0.12], [-0.57, 0.14, 0.06], [0.91, 0.98, -0.54], [0.17, 0.39, -0.12], [-0.46, 0.55, -0.23], [0.08, 0.14, 0.11], [-0.18, -1.63, 0.04], [0.63, 0.67, 0.75], [1.03, 1.28, -0.69], [0.83, 0.10, 1.13], [-2.11, -0.37, -0.34], [0.54, 2.60, -0.92], [2.79, 0.14, -0.09], [-0.79, -1.38, 0.05], [-0.03, -1.11, -0.33], [0.21, -1.08, 0.16], [-0.73, 0.11, -0.39], [-1.16, 0.22, -0.04], [-0.72, -0.70, -0.14], [-0.46, 0.94, -0.04], [-0.12, -1.19, -0.10], [-1.59, 0.14, 0.59], [0.64, 0.11, 0.93], [-0.46, 0.35, -2.01], [0.39, 0.73, 0.52], [-0.24, -0.49, -0.45], [0.19, 0.35, -0.71], [0.43, -0.81, -0.54], [0.56, 0.62, 0.36], [-0.11, -0.79, -0.74], [-0.37, 0.45, -0.90], [0.86, -0.63, 0.65], [-0.31, 0.74, 0.85], [-0.21, -0.09, -0.31], [-1.89, 2.00, 0.43], [0.98, 0.39, 0.61], [-0.88, -0.60, -0.70], [-0.08, -0.16, -0.19], [-0.16, 0.03, 0.82], [-0.32, 0.58, 0.16], [-0.47, -0.53, -0.08], [-0.06, 0.25, 0.02], [-0.79, -0.18, -0.72], [0.20, -0.17, -0.22], [0.54, 0.38, -0.22], [-0.05, 0.32, -0.26], [0.26, 0.11, -0.20], [0.17, 0.26, -0.19], [-0.09, -0.51, 0.47], [0.38, -0.68, 0.05], [0.09, 0.15, 0.14], [-0.60, 0.44, -0.52], [-0.09, -0.26, -0.02], [-0.57, -1.35, 0.18], [-1.06, -0.43, -0.12], [-0.37, 0.38, -0.02], [0.10, 0.40, -0.09], [-0.21, 0.44, -0.07], [1.01, 0.02, 0.11], [0.70, -0.13, 0.17], [0.29, 0.02, 0.06], [0.64, -0.73, -0.16], [0.04, 0.87, 1.28], [-0.03, -0.91, 0.55], [-0.17, 0.09, -0.31], [0.16, -0.11, 0.28], [-0.43, -0.45, 0.43], [0.00, -0.28, 0.28], [0.26, 0.15, -0.22], [0.14, -0.35, 0.28], [0.06, -0.10, -0.58], [-0.23, 0.08, -0.24], [0.28, -0.20, -0.45], [-0.43, 1.07, 0.55], [0.43, 0.31, -0.19], [-0.95, 2.08, 0.16], [-0.24, -0.48, 0.39], [0.37, -0.96, 0.21], [-1.11, -0.22, 0.82], [1.07, 0.17, -0.91], [-0.65, -0.36, 0.02], [0.18, -0.06, -1.23], [1.51, 0.26, -1.25], [-0.84, -1.99, 2.04], [-0.82, 2.53, -0.43], [0.44, -0.17, -0.05], [0.11, 0.18, -0.40], [0.09, -0.28, -0.07], [-0.03, 0.68, 0.56]],
  "lowdin_charge": [0.97, -0.42, 0.74, -0.32, -0.03, 0.03, -0.13, -0.08, -0.08, -0.15, 0.04, -0.06, -0.28, 1.03, -0.36, -0.09, -0.04, -0.04, -0.05, -0.11, -0.33, -0.08, -0.04, -0.04, -0.06, -0.12, -0.12, -0.06, -0.32, -0.03, 0.06, -0.11, -0.07, -0.08, -0.14, 0.05, -0.02, -0.31, 0.96, -0.31, -0.08, -0.05, -0.02, -0.05, -0.10, -0.34, -0.06, -0.04, -0.01, -0.04, -0.11, -0.13, -0.03, 0.11, 0.13, 0.14, 0.14, 0.14, 0.14, 0.14, 0.10, 0.12, 0.13, 0.12, 0.11, 0.12, 0.08, 0.12, 0.14, 0.13, 0.11, 0.14, 0.15, 0.13, 0.13, 0.14, 0.14, 0.15, 0.14, 0.12, 0.11, 0.13, 0.12, 0.05, 0.08, 0.12, 0.12, 0.11, 0.11, 0.85, -0.53, -0.05, -0.52, 0.86, -0.16, 0.05, 0.02, -0.03, -0.03, -0.15, -0.32, -0.25, 0.14, 0.12, 0.14, 0.12],
  "homo_lumo_gap_ev": [4.20, 4.09],
  "e_lumo_ev": [-8.516, -11.058],
  "spin_multiplicity": 6,
  "total_charge": 3
}

{
  "formula": "C57H40F4InN5O4S5",
  "method": "ωB97M-V/def2-TZVPD",
  "species": ["In", "C", "O", "C", "C", "C", "C", "C", "C", "C", "C", "C", "C", "C", "N", "C", "C", "C", "C", "C", "C", "C", "C", "C", "C", "O", "C", "C", "C", "C", "N", "C", "C", "C", "C", "C", "C", "O", "C", "C", "C", "C", "C", "C", "C", "N", "C", "C", "N", "C", "C", "C", "C", "O", "C", "C", "C", "H", "H", "H", "H", "H", "H", "H", "H", "H", "H", "H", "H", "H", "H", "H", "H", "H", "H", "H", "H", "H", "H", "H", "H", "H", "H", "H", "H", "H", "H", "H", "H", "H", "H", "H", "H", "S", "C", "S", "C", "C", "S", "S", "S", "F", "F", "C", "F", "F", "C", "C", "C", "N", "C", "C", "H", "H", "H", "H"],
  "positions_angstrom": [[0.018, -0.084, -0.481], [3.886, -3.159, -9.067], [2.682, -3.220, -8.348], [2.655, -2.646, -7.103], [3.733, -2.014, -6.504], [3.597, -1.481, -5.224], [2.401, -1.569, -4.532], [1.321, -2.201, -5.156], [1.441, -2.728, -6.426], [2.176, -0.995, -3.175], [2.155, -1.877, -2.094], [2.549, -3.264, -2.167], [2.416, -3.766, -0.917], [1.921, -2.689, -0.089], [1.806, -1.560, -0.823], [1.559, -2.837, 1.256], [0.931, -1.862, 2.039], [0.651, -2.014, 3.447], [0.113, -0.846, 3.874], [0.077, 0.038, 2.737], [-0.376, 1.366, 2.779], [-0.890, 1.900, 4.069], [-2.210, 2.348, 4.194], [-2.683, 2.824, 5.402], [-1.845, 2.887, 6.512], [-2.407, 3.368, 7.668], [-1.572, 3.476, 8.792], [-0.524, 2.478, 6.396], [-0.063, 1.985, 5.182], [-0.328, 2.252, 1.700], [0.231, 1.977, 0.498], [0.237, 3.137, -0.212], [0.744, 3.313, -1.496], [0.599, 4.676, -2.083], [1.616, 5.613, -2.039], [1.432, 6.895, -2.552], [0.210, 7.238, -3.112], [-0.089, 8.482, -3.613], [0.872, 9.490, -3.431], [-0.810, 6.293, -3.187], [-0.618, 5.026, -2.672], [1.273, 2.315, -2.316], [1.679, 2.523, -3.685], [2.031, 1.310, -4.175], [1.878, 0.367, -3.095], [1.429, 1.008, -1.983], [-0.347, 4.195, 0.578], [-0.703, 3.648, 1.758], [0.556, -0.614, 1.642], [1.838, -4.145, 1.903], [0.798, -4.922, 2.403], [1.038, -6.131, 3.042], [2.342, -6.579, 3.195], [2.696, -7.753, 3.814], [1.647, -8.600, 4.216], [3.394, -5.819, 2.693], [3.141, -4.622, 2.049], [3.694, -3.651, -10.019], [4.698, -3.680, -8.547], [4.199, -2.125, -9.255], [4.682, -1.921, -7.016], [4.447, -0.989, -4.768], [0.378, -2.260, -4.626], [0.601, -3.202, -6.916], [2.883, -3.768, -3.060], [2.590, -4.779, -0.591], [0.855, -2.891, 4.038], [-0.244, -0.611, 4.862], [-2.865, 2.326, 3.330], [-3.708, 3.156, 5.501], [-2.194, 3.859, 9.599], [-0.744, 4.171, 8.617], [-1.162, 2.505, 9.089], [0.160, 2.543, 7.232], [0.971, 1.675, 5.097], [2.567, 5.355, -1.590], [2.243, 7.609, -2.499], [0.435, 10.407, -3.822], [1.799, 9.271, -3.974], [1.118, 9.628, -2.372], [-1.749, 6.584, -3.641], [-1.405, 4.281, -2.706], [1.660, 3.470, -4.200], [2.365, 1.067, -5.171], [-0.481, 5.213, 0.253], [-1.180, 4.139, 2.589], [-0.219, -4.571, 2.277], [0.202, -6.704, 3.420], [2.116, -9.475, 4.664], [1.036, -8.911, 3.362], [0.999, -8.122, 4.957], [4.402, -6.189, 2.829], [3.962, -4.032, 1.661], [-7.054, 1.329, -4.066], [-5.789, 1.322, -2.992], [-4.212, 0.758, -3.378], [-3.368, 1.250, -1.907], [-4.144, 1.821, -0.934], [-3.711, 2.511, 0.548], [-5.883, 1.874, -1.361], [-1.634, 1.180, -2.079], [-0.823, -1.949, -0.903], [-4.383, -4.599, 3.279], [-5.180, -3.670, 2.686], [-5.998, -3.222, 3.664], [-5.957, -4.349, 1.819], [-4.377, -2.582, 2.051], [-4.129, -2.563, 0.690], [-3.268, -1.590, 0.193], [-2.668, -0.689, 0.961], [-2.961, -0.685, 2.255], [-3.798, -1.610, 2.857], [-4.566, -3.301, 0.032], [-3.025, -1.551, -0.860], [-2.512, 0.096, 2.842], [-3.978, -1.591, 3.923]],
  "forces_ev_per_a": [[-0.38, -0.15, -0.30], [0.10, 0.02, -0.04], [-0.07, 0.01, -0.02], [-0.10, 0.00, 0.11], [0.16, -0.03, -0.16], [-0.06, 0.00, 0.08], [-0.04, -0.01, -0.05], [0.07, 0.01, -0.07], [-0.01, -0.04, -0.02], [-0.11, 0.16, 0.02], [0.18, -0.03, 0.03], [-0.01, 0.00, 0.00], [-0.03, -0.04, -0.05], [0.12, -0.09, -0.01], [-0.07, 0.20, 0.08], [-0.17, 0.16, -0.03], [0.15, -0.16, 0.08], [0.00, 0.11, 0.06], [-0.01, -0.12, -0.01], [0.03, 0.10, 0.03], [0.00, 0.07, -0.15], [0.00, -0.10, 0.05], [0.04, -0.03, 0.07], [-0.04, 0.04, 0.02], [-0.04, -0.01, -0.08], [-0.05, 0.01, -0.07], [0.05, 0.00, 0.10], [0.03, 0.03, 0.17], [-0.08, 0.06, -0.09], [0.25, 0.00, 0.09], [-0.06, -0.25, -0.07], [0.14, -0.01, -0.06], [0.04, 0.09, 0.15], [-0.04, -0.02, -0.03], [-0.08, -0.03, -0.04], [0.04, 0.16, -0.02], [-0.05, -0.05, -0.01], [-0.01, -0.06, -0.01], [0.11, 0.02, 0.02], [0.00, 0.08, -0.01], [0.02, 0.03, -0.03], [0.15, -0.04, 0.02], [0.02, -0.04, -0.02], [0.00, 0.07, -0.04], [0.12, -0.04, -0.04], [-0.22, -0.11, 0.17], [0.01, 0.01, 0.18], [0.12, 0.21, -0.08], [-0.10, 0.12, -0.14], [-0.13, -0.06, 0.06], [0.13, 0.07, -0.12], [-0.04, -0.17, 0.13], [0.06, 0.04, -0.09], [-0.01, 0.06, -0.01], [-0.06, -0.03, 0.02], [0.04, -0.08, 0.03], [-0.07, 0.00, 0.09], [0.04, 0.01, 0.01], [-0.03, 0.01, 0.00], [-0.03, -0.01, 0.01], [-0.02, -0.03, 0.02], [-0.02, 0.02, 0.05], [-0.02, 0.01, 0.00], [0.00, -0.03, 0.00], [-0.01, -0.04, 0.01], [0.03, -0.01, -0.01], [0.01, -0.01, 0.01], [0.04, 0.01, 0.03], [-0.02, -0.06, -0.05], [0.00, 0.01, 0.01], [0.01, 0.00, -0.01], [-0.01, -0.02, -0.01], [0.00, 0.01, -0.01], [-0.02, -0.02, 0.00], [0.01, -0.03, -0.02], [-0.01, -0.05, 0.02], [-0.01, -0.01, 0.02], [0.02, -0.02, 0.00], [-0.03, 0.02, -0.01], [-0.03, 0.00, -0.02], [-0.03, -0.03, 0.02], [-0.04, 0.01, 0.01], [0.00, 0.00, -0.02], [-0.01, 0.01, -0.02], [-0.01, 0.01, 0.01], [0.00, 0.02, 0.02], [-0.02, -0.01, 0.01], [-0.01, 0.01, -0.04], [-0.02, 0.01, -0.01], [0.00, 0.00, 0.02], [0.03, -0.01, 0.00], [0.03, 0.02, -0.04], [0.01, 0.01, 0.01], [-0.38, -0.10, -0.21], [0.40, -0.13, 0.32], [-0.18, 0.25, 0.26], [-0.45, -0.10, 0.09], [-0.16, -0.47, -0.62], [0.10, 0.33, 0.66], [0.51, 0.04, -0.27], [0.23, -0.14, -0.15], [0.17, 0.42, 0.10], [-0.03, 0.08, -0.07], [-0.15, -0.27, 0.15], [0.07, 0.05, -0.10], [0.09, 0.11, -0.01], [0.15, 0.14, 0.01], [-0.07, -0.04, 0.11], [-0.01, -0.04, -0.20], [0.06, -0.01, 0.00], [-0.22, -0.09, -0.03], [-0.06, -0.17, -0.03], [-0.02, 0.05, -0.04], [0.04, -0.02, 0.01], [0.06, 0.08, 0.11], [0.00, 0.06, 0.01]],
  "lowdin_charge": [0.70, -0.11, -0.09, -0.29, -0.03, -0.03, -0.21, 0.01, 0.00, -0.07, -0.24, 0.00, 0.00, -0.24, 0.07, -0.06, -0.22, 0.00, -0.01, -0.25, -0.08, -0.20, -0.02, 0.01, -0.28, -0.09, -0.12, -0.03, -0.03, -0.24, 0.07, -0.26, -0.11, -0.22, -0.02, -0.03, -0.28, -0.10, -0.12, 0.01, 0.01, -0.28, 0.01, 0.01, -0.24, 0.05, 0.01, -0.02, 0.08, -0.20, -0.02, -0.02, -0.29, -0.10, -0.11, -0.01, -0.03, 0.09, 0.09, 0.09, 0.09, 0.12, 0.14, 0.12, 0.11, 0.10, 0.10, 0.10, 0.08, 0.12, 0.09, 0.09, 0.09, 0.09, 0.12, 0.12, 0.09, 0.09, 0.09, 0.09, 0.12, 0.12, 0.11, 0.10, 0.11, 0.11, 0.13, 0.10, 0.09, 0.09, 0.09, 0.11, 0.12, 0.36, -1.57, 0.83, -1.13, -1.23, 0.44, 0.82, 0.60, -0.44, 0.12, -0.57, 0.12, 0.12, -0.13, 0.02, -0.11, 0.10, -0.12, 0.01, 0.12, 0.10, 0.08, 0.12],
  "homo_lumo_gap_ev": 4.27,
  "e_lumo_ev": 3.291,
  "total_charge": -2,
  "de_lowest_ev": 0.068
}

Number 1: DFT total energy -122611.5490 eV, strongest force on any atom 2.966 eV/A. Number 2: DFT total energy -145622.6468 eV, strongest force on any atom 0.797 eV/A.